Entry 1:
Below is a structure of composition C30H40F21MgO15, with properties calculated with wB97M-V/def2-TZVPD.

- M: 1063.90 g/mol
- Expectation value of S²: 0.75
- Multiplicity: 2
- HOMO (alpha / beta): -0.164 / -0.313 Ha
- LUMO level (alpha / beta): -0.88 / -0.93 eV

Each line ends with the Mulliken charge.
Cartesian coordinates (Å):
Mg: -1.239 -1.079 -2.737  1.60
C: 0.576 -0.055 1.123  -0.33
C: -0.556 -0.477 0.264  0.06
O: -0.281 -0.650 -1.083  -1.03
H: 0.334 0.058 2.180  0.07
H: 1.036 0.849 0.725  -0.46
H: 1.330 -0.838 1.200  0.35
H: -1.343 0.271 0.359  -0.18
H: -1.041 -1.311 0.771  -0.19
C: -0.531 -1.938 4.538  -0.58
C: 0.538 -2.462 5.564  -0.57
O: 1.453 -3.272 4.931  -0.14
C: 2.523 -3.818 5.551  0.27
O: 2.778 -3.773 6.756  -0.53
C: 3.492 -4.471 4.570  0.88
F: 3.109 -4.478 3.279  -0.21
F: 4.693 -3.889 4.576  -0.26
F: 3.692 -5.738 4.953  -0.25
H: -1.076 -1.104 4.982  0.33
H: -1.257 -2.662 4.171  0.35
H: 0.052 -1.464 3.748  0.02
H: 0.143 -3.014 6.417  0.37
H: 1.096 -1.614 5.961  0.32
C: 0.667 -4.134 -0.458  -1.21
C: 1.830 -3.466 -1.121  0.53
O: 1.877 -3.963 -2.524  -0.27
C: 0.964 -3.550 -3.409  0.23
O: -0.033 -2.765 -3.149  -0.67
C: 1.067 -4.163 -4.844  0.74
F: 2.117 -4.975 -4.932  -0.23
F: -0.058 -4.854 -5.042  -0.24
F: 1.100 -3.178 -5.780  -0.18
H: 0.829 -5.210 -0.521  0.46
H: -0.351 -3.952 -0.801  0.18
H: 0.773 -3.907 0.603  0.34
H: 2.722 -3.650 -0.521  0.40
H: 1.825 -2.378 -1.172  -0.33
C: 0.475 0.409 -7.250  -1.10
C: 0.282 1.530 -6.172  -0.04
O: 1.286 1.470 -5.166  -0.30
C: 1.187 0.657 -4.129  0.03
O: 0.269 -0.187 -3.873  -0.22
C: 2.397 0.864 -3.123  0.97
F: 3.271 1.773 -3.614  -0.29
F: 1.941 1.372 -2.027  -0.25
F: 2.948 -0.313 -2.919  -0.21
H: 0.076 -0.544 -6.903  0.22
H: 1.503 0.257 -7.578  0.31
H: -0.156 0.606 -8.117  0.42
H: -0.691 1.537 -5.681  0.13
H: 0.396 2.498 -6.661  0.39
C: -0.395 3.406 -2.358  0.62
C: -1.609 2.951 -1.521  0.28
O: -2.791 2.742 -2.288  -0.43
C: -3.048 1.612 -2.973  0.01
O: -2.344 0.572 -3.003  0.13
C: -4.357 1.721 -3.718  0.93
F: -4.203 1.445 -5.024  -0.27
F: -5.232 0.884 -3.212  -0.26
F: -4.912 2.952 -3.637  -0.29
H: 0.474 3.409 -1.700  -0.43
H: -0.588 4.409 -2.737  0.48
H: -0.277 2.720 -3.198  -0.57
H: -1.895 3.695 -0.777  0.34
H: -1.461 2.040 -0.940  -0.38
C: 5.060 -0.123 -0.117  -1.08
C: 4.267 0.838 0.863  -0.19
O: 3.761 2.004 0.260  0.07
C: 4.519 3.125 0.032  0.21
O: 5.693 3.340 0.459  -0.56
C: 3.704 4.243 -0.673  0.96
F: 4.184 4.378 -1.925  -0.29
F: 2.434 3.986 -0.669  -0.24
F: 3.844 5.410 -0.097  -0.29
H: 4.343 -0.493 -0.849  0.10
H: 5.596 -0.929 0.384  0.46
H: 5.937 0.445 -0.430  0.37
H: 4.894 1.034 1.733  0.37
H: 3.596 0.224 1.465  0.19
C: 0.276 4.999 1.453  -1.13
C: 0.553 3.749 2.282  0.26
O: -0.569 2.929 2.334  -0.09
C: -1.512 3.185 3.245  0.13
O: -1.650 4.249 3.790  -0.53
C: -2.267 1.918 3.682  1.05
F: -3.546 2.157 3.909  -0.28
F: -2.189 0.994 2.749  -0.29
F: -1.686 1.488 4.799  -0.27
H: -0.468 5.643 1.921  0.42
H: -0.091 4.818 0.443  0.09
H: 1.147 5.614 1.229  0.39
H: 0.860 4.054 3.282  0.33
H: 1.370 3.154 1.872  -0.14
C: -3.954 -3.092 1.104  -1.12
C: -3.906 -1.624 1.557  0.71
O: -5.068 -0.976 2.073  -0.34
C: -5.336 -0.970 3.437  0.48
O: -4.588 -1.388 4.343  -0.55
C: -6.725 -0.331 3.784  0.75
F: -7.303 0.039 2.647  -0.24
F: -7.490 -1.316 4.299  -0.24
F: -6.537 0.722 4.613  -0.21
H: -3.029 -3.298 0.565  0.15
H: -4.637 -3.238 0.267  0.37
H: -4.191 -3.817 1.883  0.32
H: -3.480 -0.998 0.774  0.04
H: -3.213 -1.556 2.396  -0.04

***

Entry 2:
Below is a structure of composition C30H41AsN6STi, with properties calculated with wB97M-V/def2-TZVPD.

- M: 640.56 g/mol
- Multiplicity: 1
- HOMO: -0.703 Ha
- LUMO level: -13.47 eV
- Charge: +4

Each line ends with the Mulliken charge.
Cartesian coordinates (Å):
Ti: -0.940 0.020 1.058  -0.70
N: -0.614 0.167 3.244  -0.06
C: -1.930 0.318 3.939  -0.91
C: -2.873 1.093 3.032  -0.53
N: -2.948 0.430 1.690  0.64
C: -3.517 1.334 0.644  -0.75
C: -2.595 2.516 0.386  -1.00
N: -1.184 2.017 0.359  -0.09
C: -3.796 -0.806 1.763  -1.09
C: -3.153 -1.906 0.940  0.07
N: -1.720 -1.987 1.356  -0.42
H: -0.054 -0.530 3.732  0.29
H: -0.080 1.030 3.368  0.31
H: -1.833 0.837 4.893  0.55
H: -2.322 -0.673 4.164  0.35
H: -2.506 2.113 2.918  0.39
H: -3.868 1.158 3.480  0.38
H: -4.505 1.700 0.938  0.48
H: -3.636 0.742 -0.270  0.59
H: -2.705 3.275 1.157  0.41
H: -2.868 2.989 -0.557  0.48
H: -0.584 2.660 0.873  0.38
H: -0.817 2.050 -0.598  -0.09
H: -4.809 -0.603 1.415  0.45
H: -3.884 -1.131 2.799  0.36
H: -3.192 -1.688 -0.131  -0.05
H: -3.678 -2.848 1.107  0.58
H: -1.270 -2.715 0.792  0.28
H: -1.684 -2.349 2.310  0.37
C: 5.806 2.975 0.573  -1.41
C: 4.827 2.320 1.469  0.87
C: 4.924 2.260 2.843  -0.77
C: 3.916 1.646 3.592  0.76
N: 2.809 1.156 2.972  -0.30
C: 2.755 1.195 1.676  0.13
S: 1.437 0.449 0.787  0.03
N: 3.727 1.743 0.910  0.08
C: 4.007 1.498 5.057  -1.23
H: 6.698 3.275 1.116  0.40
H: 5.359 3.876 0.140  0.37
H: 6.099 2.326 -0.255  0.40
H: 5.788 2.678 3.341  0.45
H: 3.656 1.686 -0.103  0.11
H: 4.966 1.833 5.443  0.39
H: 3.848 0.453 5.332  0.35
H: 3.215 2.066 5.551  0.33
C: 2.286 2.044 -3.877  -0.69
C: 2.752 0.804 -3.460  -0.92
C: 1.938 -0.036 -2.710  -0.14
C: 0.642 0.360 -2.396  1.45
C: 0.177 1.609 -2.810  -0.17
C: 0.997 2.447 -3.551  -1.11
As: -0.504 -0.838 -1.350  2.24
C: 0.480 -2.512 -1.311  0.51
C: 0.730 -3.167 -2.519  -0.59
C: 1.424 -4.367 -2.521  -0.94
C: 1.870 -4.918 -1.326  -0.70
C: 1.661 -4.250 -0.128  -0.96
C: 0.976 -3.044 -0.118  -0.57
C: -2.047 -1.115 -2.520  0.69
C: -2.820 0.005 -2.841  -0.38
C: -3.834 -0.098 -3.777  -1.34
C: -4.095 -1.324 -4.377  -0.67
C: -3.361 -2.447 -4.022  -0.95
C: -2.345 -2.354 -3.080  -0.36
H: 2.917 2.691 -4.473  0.48
H: 3.748 0.476 -3.730  0.53
H: 2.315 -0.997 -2.386  0.45
H: -0.850 1.916 -2.633  -0.06
H: 0.622 3.403 -3.894  0.50
H: 0.396 -2.732 -3.452  0.71
H: 1.617 -4.873 -3.458  0.48
H: 2.395 -5.864 -1.328  0.47
H: 2.038 -4.666 0.797  0.48
H: 0.889 -2.494 0.814  0.41
H: -2.614 0.966 -2.378  0.48
H: -4.414 0.775 -4.046  0.49
H: -4.884 -1.404 -5.114  0.45
H: -3.576 -3.404 -4.478  0.48
H: -1.801 -3.242 -2.792  0.61

***

Entry 3:
Below is a cluster of 3 separate species, C30H41F10NO5 in total, with properties calculated with wB97M-V/def2-TZVPD.

- SMILES: CCCCCc1c(N)c(C(F)(F)C(F)(F)C(F)(F)C(F)(F)F)c2c(c1OC[C@H](C)CC(C)C)C(=O)C(F)=CC2=O.CCO.CCO
- M: 685.64 g/mol
- Multiplicity: 1
- HOMO: -0.346 Ha
- LUMO level: -1.10 eV

Each line ends with the Mulliken charge.
Cartesian coordinates (Å):
C: 2.496 1.613 3.351  -1.06
C: 1.115 1.597 4.007  -0.31
C: 0.448 0.227 4.029  -1.24
C: 0.219 -0.409 2.634  0.77
C: -0.207 0.633 1.604  -0.84
C: -0.722 0.111 0.271  1.18
C: -1.840 -0.679 0.158  -0.58
N: -2.550 -1.034 1.341  -0.20
C: -2.317 -1.087 -1.059  0.83
C: -3.546 -1.974 -1.123  0.62
F: -3.545 -2.803 -0.056  -0.30
F: -3.475 -2.804 -2.179  -0.35
C: -4.894 -1.172 -1.256  0.78
F: -5.687 -1.814 -2.113  -0.36
F: -4.632 0.025 -1.823  -0.31
C: -5.711 -0.863 0.033  0.59
F: -7.015 -0.901 -0.309  -0.32
F: -5.560 -1.730 1.033  -0.27
C: -5.507 0.591 0.593  0.56
F: -6.192 1.477 -0.113  -0.27
F: -6.035 0.606 1.831  -0.28
F: -4.234 0.946 0.680  -0.13
C: -1.659 -0.669 -2.177  0.28
C: -0.534 0.092 -2.083  0.79
C: -0.036 0.493 -0.857  0.23
O: 1.080 1.254 -0.759  -0.65
C: 2.299 0.599 -1.146  -0.86
C: 2.823 -0.445 -0.140  2.86
C: 4.349 -0.200 -0.054  -1.85
C: 2.601 -1.837 -0.770  -0.99
C: 2.560 -3.049 0.196  0.69
C: 1.108 -3.494 0.496  -1.44
C: 3.386 -2.904 1.482  -1.67
C: 0.192 0.502 -3.341  0.06
O: 0.826 1.535 -3.471  -0.60
C: 0.075 -0.494 -4.446  0.24
F: 1.081 -0.624 -5.312  -0.29
C: -1.009 -1.231 -4.557  -1.08
C: -2.112 -0.996 -3.580  0.12
O: -3.261 -1.030 -3.970  -0.51
H: 3.076 2.484 3.644  0.48
H: 3.078 0.741 3.656  0.22
H: 2.462 1.612 2.262  0.12
H: 1.254 1.951 5.028  0.49
H: 0.487 2.351 3.535  0.12
H: -0.540 0.364 4.468  0.37
H: 1.042 -0.434 4.657  0.44
H: -0.518 -1.183 2.787  0.22
H: 1.146 -0.905 2.358  -0.67
H: -1.055 1.168 2.046  -0.36
H: 0.553 1.376 1.418  0.89
H: -2.205 -1.896 1.733  0.28
H: -2.538 -0.282 2.018  -0.09
H: 2.250 0.161 -2.138  -0.13
H: 3.037 1.390 -1.210  0.57
H: 2.343 -0.315 0.819  -1.62
H: 4.765 -0.462 -1.020  0.38
H: 4.536 0.849 0.163  0.54
H: 4.813 -0.763 0.749  0.38
H: 3.332 -2.043 -1.549  0.51
H: 1.624 -1.812 -1.259  0.06
H: 3.004 -3.886 -0.342  0.55
H: 0.810 -4.262 -0.210  0.34
H: 1.058 -3.968 1.473  0.42
H: 0.444 -2.634 0.454  0.22
H: 3.119 -3.727 2.140  0.50
H: 3.239 -1.965 2.008  0.20
H: 4.447 -3.018 1.266  0.33
H: -1.139 -1.976 -5.326  0.49
C: 4.563 2.547 -5.274  -1.07
C: 4.442 1.035 -5.227  -0.26
O: 3.706 0.612 -4.083  -0.32
H: 5.053 2.918 -4.373  0.24
H: 5.138 2.868 -6.145  0.38
H: 3.575 3.010 -5.320  0.31
H: 5.427 0.574 -5.161  0.29
H: 3.947 0.661 -6.129  0.25
H: 2.829 1.008 -4.143  0.10
C: -3.502 3.878 4.141  -1.34
C: -3.254 2.816 3.087  0.23
O: -3.169 1.514 3.674  -0.47
H: -2.705 3.869 4.886  0.33
H: -3.553 4.870 3.693  0.36
H: -4.440 3.686 4.667  0.36
H: -2.308 2.999 2.577  0.21
H: -4.052 2.821 2.341  -0.01
H: -4.005 1.340 4.116  0.32